No. 1
Entry from OMol25: an isolated molecule of C14H18N2O5 at a distorted geometry (the ωB97M-V functional and the def2-TZVPD basis).

Results
structure (SMILES)	N[C@@H](CCC(=O)O)C(=O)N[C@@H](Cc1ccccc1)C(=O)O
gap between HOMO and LUMO	9.9	eV
energy relative to the best compared isomer or geometry (same formula, charge and spin)	7.7	kcal/mol

Geometry as XYZ:
```
39
C14H18N2O5, DFT the ωB97M-V functional and the def2-TZVPD basis
C -1.763 1.688 -0.240
C -2.383 0.716 -1.245
C -1.784 1.007 1.150
C -1.019 1.794 2.198
C 0.434 1.430 2.318
C -0.200 -0.546 -1.628
C 0.664 -0.448 -2.905
C -0.036 -1.909 -0.935
C 0.952 -1.877 0.220
C 2.294 -1.606 0.004
C 0.503 -2.060 1.541
C 3.174 -1.496 1.077
C 1.375 -1.947 2.611
C 2.718 -1.648 2.382
H -2.311 3.502 -0.962
H -3.486 2.711 -0.204
H -0.700 1.925 -0.495
H -1.408 0.005 1.080
H -2.845 0.916 1.443
H -1.442 1.638 3.204
H -1.145 2.858 1.989
H 1.897 0.887 1.286
H -2.126 -0.869 -2.452
H 0.209 0.236 -0.943
H -1.019 -2.220 -0.522
H 0.257 -2.643 -1.676
H 2.644 -1.454 -1.006
H -0.529 -2.289 1.687
H 4.224 -1.269 0.893
H 1.026 -2.086 3.619
H 3.397 -1.517 3.238
H -0.677 0.743 -3.547
N -2.513 2.942 -0.168
N -1.570 -0.172 -1.934
O -3.585 0.725 -1.465
O 1.052 1.310 3.351
O 1.022 1.245 1.107
O 1.687 -1.065 -3.054
O 0.205 0.403 -3.838
```

No. 2
Entry from OMol25: a structure of composition C36H45BN6O4PPdS at a distorted geometry (the ωB97M-V functional and the def2-TZVPD basis).

Results
total charge	-1
gap between HOMO and LUMO	6.8	eV
energy relative to the best compared isomer or geometry (same formula, charge and spin)	137.6	kcal/mol

Geometry as XYZ:
```
95
C36H45BN6O4PPdS, DFT the ωB97M-V functional and the def2-TZVPD basis
Pd 0.834 1.534 -0.384
O -0.375 2.303 -2.308
S -1.401 1.274 -2.089
O -1.287 0.119 -2.951
N -1.571 0.981 -0.582
C -1.612 0.150 0.513
C -2.846 -0.786 0.660
C -2.860 -1.708 1.896
C -1.965 -2.446 2.557
C -0.466 -2.297 2.604
C -0.108 -1.924 4.004
C 0.703 -0.925 4.334
C 1.567 -0.070 3.469
N 1.630 0.200 2.235
C 0.684 0.189 1.182
C -2.927 2.088 -2.496
C -3.709 1.587 -3.520
C -4.941 2.178 -3.796
C -5.371 3.262 -3.050
C -4.568 3.771 -2.032
C -3.343 3.190 -1.751
H -1.858 -1.847 -0.783
H -3.887 -1.915 2.188
H -2.388 -3.120 3.305
H -0.571 -2.479 4.820
H 0.906 -0.798 5.395
H 2.446 0.288 4.023
H -3.352 0.738 -4.089
H -5.562 1.783 -4.591
H -6.332 3.716 -3.261
H -4.902 4.625 -1.454
H -2.711 3.566 -0.956
N -0.718 0.126 1.447
P 0.923 -1.137 -0.172
N 1.062 -2.701 0.667
C 1.665 -3.767 -0.130
C 2.836 -4.392 0.616
C 2.345 -4.946 1.950
C 1.561 -3.894 2.732
C 0.442 -3.298 1.872
N 2.498 -1.062 -0.788
C 3.687 -0.624 -0.027
C 4.522 0.363 -0.827
C 5.018 -0.247 -2.145
C 3.943 -1.178 -2.741
C 2.563 -0.783 -2.237
N -2.822 -1.706 -0.500
C -4.117 0.088 0.717
C -5.497 -0.578 0.644
C -5.956 -0.876 -0.779
C -5.104 -1.931 -1.469
C -3.661 -1.475 -1.672
H 1.992 -3.383 -1.092
H 0.910 -4.547 -0.324
H 3.585 -3.612 0.783
H 3.298 -5.181 0.014
H 3.178 -5.323 2.549
H 1.684 -5.799 1.750
H 2.223 -3.077 3.037
H 1.143 -4.338 3.643
H -0.323 -1.381 2.083
H -0.184 -4.142 1.540
H 4.311 -1.498 0.213
H 3.369 -0.177 0.912
H 5.360 0.697 -0.211
H 3.908 1.242 -1.026
H 5.941 -0.811 -1.977
H 5.261 0.554 -2.848
H 4.128 -2.208 -2.421
H 3.968 -1.169 -3.833
H 1.780 -1.350 -2.741
H 2.372 0.273 -2.459
H -4.054 0.849 -0.066
H -4.034 0.625 1.668
H -6.216 0.105 1.105
H -5.525 -1.498 1.236
H -5.900 0.055 -1.357
H -7.007 -1.183 -0.774
H -5.547 -2.180 -2.439
H -5.085 -2.849 -0.872
H -3.652 -0.442 -2.021
H -3.210 -2.063 -2.472
O 2.849 3.297 1.340
B 2.007 3.050 0.220
O 2.148 4.169 -0.667
C 3.054 5.014 -0.093
C 3.536 6.210 -0.570
C 4.478 6.878 0.222
C 4.901 6.349 1.435
C 4.398 5.130 1.906
C 3.475 4.487 1.117
H 3.196 6.608 -1.517
H 4.886 7.821 -0.120
H 5.632 6.885 2.026
H 4.718 4.706 2.850
```

No. 3
Entry from OMol25: a cluster of 2 separate species, C4H8NO3 in total at a distorted geometry (the ωB97M-V functional and the def2-TZVPD basis).

Results
total charge	-1
gap between HOMO and LUMO	7.9	eV
energy relative to the best compared isomer or geometry (same formula, charge and spin)	17.8	kcal/mol

Geometry as XYZ:
```
16
C4H8NO3, DFT the ωB97M-V functional and the def2-TZVPD basis
C 1.383 0.474 -1.261
C 2.658 0.715 -0.561
O 3.742 0.968 -1.051
N 2.556 0.599 0.821
H 0.487 0.879 -0.794
H 1.037 -0.565 -1.258
H 3.267 1.092 1.337
H 1.626 0.503 1.191
H 1.358 0.801 -2.290
C -3.017 -0.315 0.802
C -2.061 -1.351 0.178
O -2.410 -2.543 0.178
O -0.942 -0.900 -0.217
H -3.544 0.229 0.024
H -2.420 0.288 1.486
H -3.719 -0.873 1.414
```

No. 4
Entry from OMol25: a structure of composition C4H8CdO6 at a distorted geometry (the ωB97M-V functional and the def2-TZVPD basis).

Results
total charge	-2
gap between HOMO and LUMO	5.9	eV
energy relative to the best compared isomer or geometry (same formula, charge and spin)	0.0	kcal/mol

Geometry as XYZ:
```
19
C4H8CdO6, DFT the ωB97M-V functional and the def2-TZVPD basis
Cd 0.801 0.194 0.091
C -0.112 -2.454 -2.903
C 0.026 -1.335 -1.890
O 1.028 -0.578 -1.984
O -0.718 -1.367 -0.877
H -1.159 -2.609 -3.185
H 0.237 -3.382 -2.449
H 0.436 -2.248 -3.823
C -1.754 2.424 2.427
C -0.681 1.675 1.660
O -0.128 0.704 2.197
O -0.507 1.951 0.421
H -2.308 3.115 1.795
H -1.304 2.937 3.282
H -2.423 1.693 2.884
O 2.769 1.102 0.242
H 2.626 2.054 0.340
O 1.765 -1.589 1.171
H 1.407 -2.286 0.600
```

No. 5
Entry from OMol25: an isolated molecule of C6H7N3 at a distorted geometry (the ωB97M-V functional and the def2-TZVPD basis).

Results
structure (SMILES)	C/N=c1\cccncn1
gap between HOMO and LUMO	8.6	eV
energy relative to the best compared isomer or geometry (same formula, charge and spin)	93.5	kcal/mol

Geometry as XYZ:
```
16
C6H7N3, DFT the ωB97M-V functional and the def2-TZVPD basis
C 0.736 -1.511 1.955
C 0.791 0.258 0.434
C 0.695 -0.575 -0.784
C -0.321 -0.306 -1.682
C -1.431 0.666 -1.513
C -0.553 2.078 0.023
H 0.870 -1.951 0.971
H 1.461 -1.946 2.712
H -0.538 -1.586 2.230
H 1.485 -1.264 -0.726
H -0.151 -0.860 -2.632
H -2.105 0.447 -2.386
H -0.681 3.243 0.107
N 0.779 -0.021 1.647
N -1.664 1.610 -0.646
N 0.625 1.718 0.291
```

No. 6
Entry from OMol25: a cluster of 2 separate species, C5H9NO in total at a distorted geometry (the ωB97M-V functional and the def2-TZVPD basis).

Results
structure (SMILES)	Cc1cc[nH]c1.O
gap between HOMO and LUMO	9.3	eV
energy relative to the best compared isomer or geometry (same formula, charge and spin)	35.0	kcal/mol

Geometry as XYZ:
```
16
C5H9NO, DFT the ωB97M-V functional and the def2-TZVPD basis
C -2.123 -0.611 -1.526
C -0.824 -0.092 -0.918
C 0.182 -0.975 -0.703
N 1.333 -0.250 -0.360
C 1.047 1.099 -0.543
C -0.289 1.213 -0.788
H -1.922 -0.908 -2.548
H -2.481 -1.455 -0.939
H -2.853 0.200 -1.470
H 0.242 -1.971 -0.278
H 2.258 -0.624 -0.409
H 1.842 1.724 -0.166
H -0.829 2.140 -0.901
H 0.639 -0.207 2.748
H -0.002 0.352 3.891
O 0.771 -0.186 3.693
```

What did the fourth record say?
Entry from OMol25: a structure of composition C4H8CdO6 at a distorted geometry (the ωB97M-V functional and the def2-TZVPD basis).

Results
total charge	-2
gap between HOMO and LUMO	5.9	eV
energy relative to the best compared isomer or geometry (same formula, charge and spin)	0.0	kcal/mol

Geometry as XYZ:
```
19
C4H8CdO6, DFT the ωB97M-V functional and the def2-TZVPD basis
Cd 0.801 0.194 0.091
C -0.112 -2.454 -2.903
C 0.026 -1.335 -1.890
O 1.028 -0.578 -1.984
O -0.718 -1.367 -0.877
H -1.159 -2.609 -3.185
H 0.237 -3.382 -2.449
H 0.436 -2.248 -3.823
C -1.754 2.424 2.427
C -0.681 1.675 1.660
O -0.128 0.704 2.197
O -0.507 1.951 0.421
H -2.308 3.115 1.795
H -1.304 2.937 3.282
H -2.423 1.693 2.884
O 2.769 1.102 0.242
H 2.626 2.054 0.340
O 1.765 -1.589 1.171
H 1.407 -2.286 0.600
```

- The highest energy relative to the best compared isomer or geometry (same formula, charge and spin) belongs to which entry?
  C36H45BN6O4PPdS

- Look up the gap between HOMO and LUMO of the fifth one.
  8.6 eV

- gap between HOMO and LUMO of number 1 (C14H18N2O5)?
  9.9 eV